{
  "formula": "C43H63BrGe2N4O2SbSn",
  "method": "the ωB97M-V functional and the def2-TZVPD basis",
  "e_tot_ha": -9227.79211,
  "multiplicity": 1,
  "charge": 1,
  "elements": ["Sn", "C", "C", "C", "C", "C", "N", "C", "C", "C", "N", "C", "C", "C", "C", "C", "C", "C", "C", "N", "C", "C", "C", "N", "C", "C", "C", "C", "O", "C", "O", "H", "H", "H", "H", "H", "H", "H", "H", "H", "H", "H", "H", "H", "H", "H", "H", "H", "H", "H", "H", "H", "H", "H", "H", "H", "H", "H", "H", "C", "C", "Ge", "C", "C", "C", "C", "Ge", "C", "C", "C", "C", "C", "C", "C", "C", "C", "C", "H", "H", "H", "H", "H", "H", "H", "H", "H", "H", "H", "H", "H", "H", "H", "H", "H", "H", "H", "H", "H", "H", "H", "H", "H", "H", "C", "Sb", "C", "C", "H", "H", "H", "H", "H", "H", "H", "H", "H", "Br"],
  "positions_angstrom": [[-0.496, 0.610, 0.420], [-7.336, -2.227, 0.165], [-5.902, -1.815, -0.022], [-5.186, -2.157, -1.131], [-3.782, -1.909, -1.232], [-2.954, -2.167, -2.311], [-3.208, -2.438, -3.587], [-4.448, -2.225, -4.328], [-4.737, -0.728, -4.534], [-3.907, -0.064, -5.645], [-2.474, -0.196, -5.401], [-1.766, 0.402, -4.448], [-1.916, 1.644, -3.860], [-2.552, 2.767, -4.462], [-2.461, 4.011, -3.914], [-3.006, 5.229, -4.607], [-1.829, 4.141, -2.649], [-1.255, 3.095, -1.972], [-0.779, 3.353, -0.618], [-0.485, 2.509, 0.286], [-0.243, 3.048, 1.616], [-1.496, 2.882, 2.482], [-1.730, 1.467, 2.996], [-2.132, 0.576, 1.922], [-3.305, 0.082, 1.965], [-3.915, -0.766, 0.948], [-5.256, -1.041, 0.982], [-3.099, -1.371, -0.061], [-1.866, -1.391, 0.105], [-1.202, 1.791, -2.596], [-0.600, 0.821, -2.098], [-7.735, -2.687, -0.737], [-7.958, -1.369, 0.426], [-7.414, -2.951, 0.978], [-5.689, -2.712, -1.911], [-1.892, -2.119, -2.081], [-2.393, -2.629, -4.144], [-5.283, -2.679, -3.802], [-4.359, -2.732, -5.290], [-4.558, -0.207, -3.590], [-5.790, -0.604, -4.790], [-4.193, 0.981, -5.711], [-4.120, -0.534, -6.606], [-2.066, -1.040, -5.768], [-0.929, -0.179, -4.064], [-3.010, 2.660, -5.438], [-3.511, 4.957, -5.532], [-2.201, 5.926, -4.848], [-3.716, 5.755, -3.969], [-1.817, 5.124, -2.188], [-0.771, 4.421, -0.361], [0.001, 4.116, 1.568], [0.598, 2.515, 2.064], [-2.367, 3.206, 1.905], [-1.397, 3.540, 3.347], [-2.490, 1.497, 3.786], [-0.800, 1.089, 3.425], [-3.960, 0.310, 2.815], [-5.853, -0.663, 1.806], [4.231, -2.923, 2.391], [3.078, -2.006, 1.980], [2.895, -1.874, 0.001], [1.795, -3.396, -0.695], [2.226, -4.737, -0.103], [4.631, -1.756, -0.927], [4.654, -0.617, -1.642], [2.865, 0.224, -1.360], [1.747, 0.289, -3.030], [1.242, -1.088, -3.457], [2.824, 2.080, -0.614], [3.375, 3.152, -1.553], [5.758, -0.126, -2.480], [7.055, -0.635, -2.373], [8.069, -0.165, -3.189], [7.815, 0.827, -4.127], [6.538, 1.356, -4.233], [5.524, 0.884, -3.415], [4.274, -3.008, 3.478], [5.187, -2.527, 2.045], [4.119, -3.928, 1.981], [3.232, -1.006, 2.385], [2.128, -2.367, 2.381], [1.904, -3.417, -1.781], [0.743, -3.202, -0.468], [3.276, -4.937, -0.326], [1.636, -5.560, -0.513], [2.104, -4.739, 0.981], [5.461, -2.458, -0.899], [2.338, 0.732, -3.834], [0.911, 0.961, -2.830], [2.075, -1.779, -3.592], [0.700, -1.035, -4.410], [0.580, -1.508, -2.693], [3.366, 2.082, 0.332], [1.774, 2.300, -0.388], [4.434, 2.987, -1.750], [3.265, 4.142, -1.107], [2.842, 3.154, -2.506], [7.273, -1.395, -1.634], [9.069, -0.569, -3.091], [8.611, 1.189, -4.764], [6.334, 2.142, -4.949], [4.526, 1.298, -3.496], [-1.723, -4.806, 0.804], [-0.899, -3.365, 2.195], [-0.008, -4.926, 3.403], [-2.715, -3.338, 3.373], [-2.452, -5.423, 1.328], [-0.926, -5.444, 0.423], [-2.212, -4.309, -0.033], [-0.753, -5.695, 3.602], [0.350, -4.515, 4.345], [0.832, -5.371, 2.871], [-2.972, -4.363, 3.634], [-3.525, -2.902, 2.790], [-2.582, -2.758, 4.285], [0.863, 0.885, 2.591]]
}